{
  "formula": "C25H31CuN6O3",
  "method": "ωB97M-V/def2-TZVPD",
  "symbols": ["Cu", "O", "C", "O", "O", "H", "N", "C", "C", "C", "C", "H", "H", "H", "H", "H", "N", "C", "C", "C", "C", "H", "H", "H", "H", "H", "N", "C", "C", "C", "C", "H", "H", "H", "H", "H", "N", "C", "C", "C", "C", "H", "H", "H", "H", "H", "N", "C", "C", "C", "C", "H", "H", "H", "H", "H", "N", "C", "C", "C", "C", "H", "H", "H", "H", "H"],
  "positions_angstrom": [[3.3855, -2.3006, 0.0562], [-0.3007, 0.0471, -0.9005], [0.3486, -0.6751, 0.0409], [-0.0379, -0.7311, 1.2260], [1.4140, -1.2355, -0.3158], [0.2171, -0.1008, -1.6952], [-3.4081, -0.3302, -0.3200], [-4.0381, -1.5140, -0.2241], [-5.3631, -1.2973, 0.1362], [-5.5495, 0.1383, 0.1609], [-4.2649, 0.7070, -0.0275], [-2.4487, -0.1285, -0.5629], [-3.4810, -2.4159, -0.4307], [-6.1530, -1.9867, 0.3955], [-6.5465, 0.5155, 0.3341], [-3.9372, 1.7352, 0.0156], [-0.7904, 3.2183, 2.4571], [-1.1386, 3.1277, 3.7735], [-2.1918, 2.1825, 3.8856], [-2.2648, 1.4971, 2.6966], [-1.4108, 2.1713, 1.8157], [-0.0768, 3.7721, 2.0052], [-0.6770, 3.8295, 4.4523], [-2.7421, 2.1088, 4.8119], [-2.9024, 0.6811, 2.3901], [-1.2193, 1.8964, 0.7890], [-0.8098, -3.2462, 3.4989], [-0.3779, -3.2322, 4.7760], [-1.2048, -2.4161, 5.5575], [-2.0114, -1.7377, 4.6492], [-1.8043, -2.2605, 3.3877], [-0.4907, -3.8907, 2.7899], [0.3360, -3.9817, 5.0843], [-1.1949, -2.3086, 6.6321], [-2.7466, -1.0496, 5.0396], [-2.3525, -2.0185, 2.4891], [2.6147, 3.7714, -3.2302], [1.2658, 3.4192, -3.3472], [0.9361, 2.6062, -2.2755], [2.0669, 2.4287, -1.5437], [3.0850, 3.2205, -2.0789], [3.1200, 4.2811, -3.9408], [0.6716, 3.7669, -4.1793], [-0.0752, 2.2702, -2.1001], [2.1671, 1.9171, -0.5978], [4.1175, 3.3748, -1.8025], [5.6925, -0.8724, 0.4498], [6.0319, -1.7961, -0.5041], [5.2607, -1.6835, -1.6268], [4.3215, -0.6760, -1.3955], [4.6516, -0.1437, -0.1137], [6.1873, -0.5666, 1.2755], [6.8702, -2.4423, -0.2890], [5.3940, -2.2345, -2.5460], [3.5363, -0.3717, -2.0717], [4.2364, 0.6189, 0.5285], [-0.1771, -2.1135, -3.7416], [-1.3686, -1.5229, -3.6788], [-1.2472, -0.1354, -3.9274], [0.0861, 0.0685, -4.3264], [0.6942, -1.1065, -4.0762], [0.0680, -3.0617, -3.4948], [-2.2711, -2.0880, -3.4985], [-2.0646, 0.5695, -3.8898], [0.6018, 0.9583, -4.6560], [1.7612, -1.2271, -4.1917]],
  "e_lumo_ev": [-3.1, -6.2],
  "spin_multiplicity": 2,
  "orbital_gap_ev": [6.4489, 3.4273],
  "homo_energy_ha": [-0.3525, -0.3520],
  "charge": 1,
  "de_lowest_kcal_mol": 30.3
}

***

{
  "formula": "C47H41ClEuN10O5S",
  "method": "ωB97M-V/def2-TZVPD",
  "symbols": ["Eu", "C", "C", "C", "C", "C", "C", "C", "C", "C", "C", "H", "H", "H", "H", "H", "H", "H", "H", "H", "H", "H", "H", "H", "H", "O", "C", "O", "C", "C", "Cl", "N", "N", "C", "C", "O", "O", "C", "C", "C", "C", "C", "C", "H", "H", "H", "H", "H", "H", "C", "N", "C", "N", "C", "N", "C", "C", "C", "C", "C", "C", "C", "N", "N", "C", "O", "C", "C", "C", "C", "C", "C", "N", "C", "N", "C", "N", "C", "H", "H", "H", "H", "H", "H", "H", "H", "H", "H", "H", "H", "H", "H", "H", "H", "S", "C", "C", "C", "C", "C", "C", "H", "H", "H", "H", "H"],
  "positions_angstrom": [[0.4362, 0.0299, 1.0135], [4.9281, -0.7453, 2.5897], [4.1842, 0.5461, 2.8815], [4.3628, 1.5336, 1.7256], [2.7361, 0.2785, 3.3416], [1.8134, 1.3106, 3.5490], [0.5110, 1.0196, 3.9782], [0.0834, -0.2683, 4.2624], [-1.2417, -0.6331, 4.9303], [0.9884, -1.2878, 3.9731], [2.2478, -1.0201, 3.5141], [5.9389, -0.5067, 2.2545], [4.3657, -1.2690, 1.8188], [5.0115, -1.3693, 3.4713], [4.6616, 1.0446, 3.7192], [4.0251, 1.0886, 0.8009], [5.4341, 1.7342, 1.6492], [3.9157, 2.5142, 1.9459], [2.1648, 2.3413, 3.3994], [-0.1794, 1.8346, 4.2187], [-1.0616, -1.0151, 5.9623], [-1.6451, -1.4692, 4.3716], [-1.9357, 0.1480, 4.9690], [0.6896, -2.3443, 4.1825], [2.9405, -1.8352, 3.3841], [2.6818, 4.3824, -2.8971], [1.8442, 4.9962, -2.0836], [1.4230, 6.0921, -2.3548], [1.3232, 4.2556, -0.8775], [0.5065, 4.8283, 0.0783], [0.1317, 6.4701, 0.2217], [0.1591, 3.9158, 0.9949], [0.7016, 2.7190, 0.6725], [1.4513, 2.9190, -0.4210], [2.3229, 1.8118, -0.9265], [3.1419, 2.0555, -1.7951], [2.1155, 0.7315, -0.2967], [-0.6191, 4.1233, 2.1600], [-1.9429, 3.6801, 2.1084], [-2.7413, 3.8122, 3.2250], [-2.1835, 4.3342, 4.4151], [-0.8888, 4.8131, 4.4071], [-0.0822, 4.7305, 3.2776], [2.9231, 3.5001, -2.5506], [-2.3237, 3.2369, 1.2025], [-3.7953, 3.5125, 3.1317], [-2.8196, 4.4075, 5.2928], [-0.4638, 5.3002, 5.2543], [0.9007, 5.1597, 3.1971], [3.4882, -4.0994, -1.7165], [2.7213, -3.4799, -0.6537], [2.3566, -2.2144, -0.4284], [1.5523, -2.1628, 0.6328], [1.4235, -3.4776, 0.9749], [2.1414, -4.2741, 0.2441], [2.6245, -4.3661, -2.9299], [3.2056, -5.1879, -3.8966], [2.5664, -5.4825, -5.0629], [1.2797, -4.9450, -5.2887], [0.6683, -4.1933, -4.2996], [1.3266, -3.9356, -3.0967], [-0.6528, -3.6238, -4.5591], [-1.2307, -3.2920, -5.6530], [-2.4111, -2.6928, -5.3473], [-2.5053, -2.6982, -4.0553], [-1.4444, -3.3336, -3.4650], [-3.5712, -2.1092, -3.2201], [-4.5927, -1.3329, -3.8088], [-5.6134, -0.8220, -3.0275], [-5.6306, -1.0938, -1.6705], [-4.6390, -1.9004, -1.1083], [-4.6924, -2.1289, 0.3641], [-3.6296, -1.5002, 1.1076], [-2.3453, -1.8232, 1.1172], [-1.7161, -0.8957, 1.8712], [-2.6729, -0.0165, 2.2115], [-3.8520, -0.3119, 1.7443], [-3.5635, -2.3335, -1.8260], [3.8788, -5.0528, -1.2626], [4.3226, -3.4576, -1.9939], [2.7156, -1.3792, -0.9754], [0.7607, -3.8512, 1.7494], [4.1551, -5.6425, -3.7340], [3.0667, -6.1245, -5.8007], [0.7081, -5.1607, -6.1759], [0.8645, -3.2439, -2.4537], [-4.5760, -1.1579, -4.8829], [-6.3370, -0.1869, -3.5357], [-6.3961, -0.6473, -1.0290], [-4.7124, -3.1701, 0.6358], [-5.6094, -1.6796, 0.7515], [-1.9577, -2.6644, 0.5844], [-2.5131, 0.7283, 2.9699], [-2.7787, -2.9465, -1.5036], [-0.5912, -0.6449, -1.3467], [-1.0259, 1.0334, -1.8309], [-0.4486, 1.6035, -2.9588], [-0.7539, 2.9118, -3.3064], [-1.5871, 3.7200, -2.5191], [-2.1276, 3.1651, -1.3575], [-1.8285, 1.8501, -1.0196], [0.1754, 1.0451, -3.6538], [-0.3189, 3.3208, -4.2157], [-1.8095, 4.7237, -2.8110], [-2.7483, 3.7457, -0.7095], [-2.2609, 1.4410, -0.1110]],
  "e_lumo_ev": [-4.4, -2.6],
  "spin_multiplicity": 7,
  "orbital_gap_ev": [5.9901, 7.8124],
  "homo_energy_ha": [-0.3804, -0.3812],
  "charge": 1,
  "de_lowest_kcal_mol": 0.0
}

***

{
  "formula": "C4H4S2",
  "method": "ωB97M-V/def2-TZVPD",
  "symbols": ["C", "C", "C", "C", "S", "S", "H", "H", "H", "H"],
  "positions_angstrom": [[-1.0235, -2.1514, 0.2471], [-0.5510, -1.1047, 0.5950], [1.4435, 0.7428, -1.1229], [-0.0591, 0.1510, 0.7116], [1.4988, 2.3163, -1.4660], [-0.9373, 1.6370, 0.6380], [-1.5463, -3.1097, 0.1151], [2.3854, 0.1615, -1.3978], [0.9074, 0.3400, 1.3044], [-2.1179, 1.0172, 0.3755]],
  "e_lumo_ev": [-0.7, -0.7],
  "spin_multiplicity": 1,
  "orbital_gap_ev": [7.1721, 6.8590],
  "homo_energy_ha": [-0.2892, -0.2766],
  "charge": 0,
  "de_lowest_kcal_mol": 125.9
}

***

{
  "formula": "C5H5N3O",
  "method": "ωB97M-V/def2-TZVPD",
  "symbols": ["C", "C", "C", "C", "C", "N", "N", "N", "O", "H", "H", "H", "H", "H"],
  "positions_angstrom": [[-0.1570, 1.2725, 0.2855], [-0.2173, 1.9891, -1.0121], [-2.7567, -0.8679, -0.1351], [1.6240, -1.9113, 1.0213], [2.4878, -2.2422, 0.2805], [-0.9926, 0.3735, 0.6494], [-1.6459, -0.2321, -0.3304], [-3.6997, -1.5037, 0.0168], [0.7506, 2.7671, -1.2391], [0.3750, 1.5547, 1.2600], [0.7596, -1.4417, 1.4563], [3.1979, -2.3466, -0.4825], [-1.1917, -0.2005, -1.2570], [1.4662, 2.7892, -0.5135]],
  "e_lumo_ev": -1.1,
  "spin_multiplicity": 1,
  "orbital_gap_ev": 8.1932,
  "homo_energy_ha": -0.3431,
  "charge": 0,
  "de_lowest_kcal_mol": 173.4
}

***

{
  "formula": "C4H7NO",
  "method": "ωB97M-V/def2-TZVPD",
  "symbols": ["C", "C", "C", "O", "N", "C", "H", "H", "H", "H", "H", "H", "H"],
  "positions_angstrom": [[0.0041, -0.1271, -1.4417], [0.6604, 0.9221, 0.1504], [-0.1288, -0.5716, -0.1064], [0.7042, -1.5919, 0.3188], [-1.7969, -0.0097, 1.6830], [-1.4776, -0.6422, 0.6809], [0.7743, -2.2525, -0.3828], [-1.1322, 0.6965, 2.0842], [-0.6918, 0.5666, -1.8832], [0.6613, -0.6655, -2.1129], [1.7095, 0.9338, -0.1230], [0.5464, 0.8968, 1.2673], [0.1672, 1.8450, -0.1345]],
  "e_lumo_ev": [-0.3, 0.3],
  "spin_multiplicity": 1,
  "orbital_gap_ev": [6.7486, 8.0964],
  "homo_energy_ha": [-0.2582, -0.2876],
  "charge": 0,
  "de_lowest_kcal_mol": 146.6
}